Entry 1:
9
Properties=species:S:1:pos:R:3:forces:R:3:nbo_charge:R:1 method="wB97M-V/def2-TZVPD" e_above_lowest_kcal_mol=30.1 e_tot_ha=-1186.34294 homo_ev=-9.38 orbital_gap_ev=9.68 charge=0
Cl -1.1308 2.2244 2.6033 -0.05 0.23 -0.01 0.01
Cl 0.8724 2.3572 0.5351 0.13 0.25 -0.11 0.02
O 1.2403 -1.3138 0.8689 0.19 -0.25 0.45 -0.46
O -1.4818 1.3732 0.1997 -0.54 -0.06 -0.63 -0.47
C -0.7583 1.9316 0.9264 0.49 -0.46 0.74 0.44
C 0.2839 -1.5977 -1.3606 0.42 -1.54 -0.85 -0.79
C 0.7730 -1.4887 -0.1732 0.03 1.16 0.87 0.72
H -0.4720 -0.9755 -1.7776 -0.27 0.26 -0.10 0.27
H 0.6734 -2.5106 -1.8219 -0.41 0.41 -0.36 0.26

***

Entry 2:
14
Properties=species:S:1:pos:R:3:forces:R:3:mulliken_spin:R:1 method="wB97M-V/def2-TZVPD" s_squared=9.7805 spin_multiplicity=6 e_tot_ha=-2288.56133 homo_ev="-22.43 / -21.23" orbital_gap_ev="9.70 / 4.49" charge=+3
Dy -3.5238 1.3428 -1.2709 -2.00 0.41 -0.74 4.07
Cl 1.5205 -1.4691 2.1576 -0.68 0.84 -0.46 0.03
S -1.1870 0.7994 0.2280 -0.92 -1.05 1.07 -0.11
O -2.3929 -0.0575 0.2577 1.68 0.03 0.13 -0.03
O -0.2850 0.1578 -0.9835 0.02 0.77 0.91 0.08
O -1.7189 2.1428 0.0444 2.53 -0.41 -0.29 -0.05
O 2.7441 1.4691 -1.5882 0.43 1.19 -1.02 0.22
O -0.1184 0.5600 1.3673 -1.76 0.52 -0.84 0.05
N 2.0351 -0.4937 -0.3776 -1.51 0.63 -1.73 0.71
C 0.2050 -0.8700 1.1652 1.16 -1.74 0.44 0.04
C 2.3280 0.5429 -1.1372 0.40 -1.49 1.69 -0.03
C 0.5836 -0.8420 -0.3852 0.58 -0.18 1.09 -0.03
H -0.6591 -1.4840 1.4528 0.00 0.29 -0.55 0.00
H 0.4686 -1.7985 -0.9304 0.07 0.18 0.28 0.04